77
Properties=species:S:1:pos:R:3:forces:R:3:mulliken_charge:R:1 method="wB97M-V/def2-TZVPD" spin_multiplicity=4 homo_ev="-8.180 / -8.271" lumo_energy_ha="-0.0047 / 0.0163"
Cr -0.3038 -0.2693 -0.1336 -1.1 1.1 0.0 0.551
O 1.7292 2.4783 1.0883 0.1 -0.1 0.0 -0.546
C 0.9725 3.5743 0.6324 -0.3 0.0 -0.1 -0.669
C 0.0195 3.2776 -0.5340 0.2 -0.1 0.1 -0.947
N -0.9626 2.1981 -0.3223 0.3 0.0 -0.1 0.755
C -1.8379 2.0776 -1.4849 -0.1 -0.2 0.0 -0.842
C -2.7341 0.8434 -1.3417 -0.3 -0.1 -0.1 0.509
O -3.6840 0.6866 -2.0877 0.1 0.1 0.1 -0.751
O -2.3883 0.0332 -0.3869 0.4 -0.5 0.1 -0.805
C -1.7455 2.4100 0.9028 0.2 -0.2 0.2 -1.181
C -1.3256 1.4498 2.0298 -0.3 0.4 -0.2 0.550
O -1.7415 1.6200 3.1552 0.1 -0.1 -0.1 -0.733
O -0.5049 0.5019 1.6724 0.5 -0.4 -0.1 0.216
H 1.1364 1.8226 1.4837 -0.1 0.0 -0.1 -0.077
H 1.6983 4.3043 0.2708 -0.1 0.1 0.0 0.478
H 0.4300 4.0388 1.4631 0.0 0.0 0.0 0.334
H 0.6138 3.0194 -1.4135 0.0 0.0 0.0 0.409
H -0.5163 4.2149 -0.7497 0.1 0.0 -0.1 0.456
H -1.2376 1.9440 -2.3891 0.0 0.0 0.0 0.344
H -2.4722 2.9604 -1.6279 0.0 0.0 0.0 0.315
H -2.8040 2.2281 0.7262 0.0 0.0 0.0 0.526
H -1.6612 3.4335 1.2720 0.0 0.0 0.0 0.581
C 2.3886 -0.1017 2.8553 0.0 0.0 0.0 -0.981
C 2.4696 -1.5621 3.1903 0.0 0.0 0.0 0.477
C 3.1808 -1.9906 4.3065 0.0 0.0 0.0 -0.938
C 3.2586 -3.3327 4.6434 0.0 0.0 0.0 -0.771
C 2.6096 -4.2753 3.8621 0.0 -0.1 0.1 -0.888
C 1.8943 -3.8691 2.7479 -0.1 0.1 0.0 -0.539
C 1.8226 -2.5207 2.4003 -0.1 0.3 0.1 1.074
P 1.0184 -2.0490 0.8154 0.4 -1.1 -0.1 1.596
C -0.0290 -3.5175 0.5084 -0.3 0.0 0.0 1.217
C 0.2481 -4.4201 -0.5143 0.1 0.0 0.2 -1.184
C -0.6151 -5.4708 -0.7790 0.0 -0.1 -0.1 -0.849
C -1.7761 -5.6138 -0.0365 -0.1 0.0 0.0 -0.771
C -2.0612 -4.7160 0.9802 0.0 0.0 0.0 -1.018
C -1.2014 -3.6635 1.2767 0.1 0.0 -0.1 0.953
C -1.5255 -2.7184 2.4023 0.0 0.0 -0.1 -1.685
C 2.4139 -2.1507 -0.3367 -0.1 0.3 -0.1 0.248
C 3.3681 -3.1652 -0.3567 0.0 0.0 0.0 -0.329
C 4.3501 -3.1633 -1.3309 0.0 -0.1 0.0 -0.820
C 4.3676 -2.1527 -2.2869 0.0 0.0 0.0 -0.692
C 3.4359 -1.1303 -2.2487 0.0 0.0 0.0 -1.017
C 2.4617 -1.0888 -1.2496 0.0 -0.2 0.1 0.499
C 1.5386 0.0730 -1.0756 0.0 0.1 0.1 -1.989
H 3.0355 0.4890 3.5011 0.0 0.0 0.0 0.445
H 1.3639 0.2516 2.9802 0.0 0.0 0.0 0.074
H 2.6817 0.0820 1.8185 0.0 0.0 0.0 0.116
H 3.6861 -1.2539 4.9193 0.0 0.0 0.0 0.451
H 3.8217 -3.6388 5.5155 0.0 0.0 0.0 0.397
H 2.6590 -5.3261 4.1167 0.0 0.0 0.0 0.438
H 1.3770 -4.6081 2.1493 0.0 0.0 0.0 0.520
H 1.1498 -4.2966 -1.0998 0.0 0.0 -0.1 0.433
H -0.3798 -6.1761 -1.5670 0.0 0.0 0.0 0.435
H -2.4629 -6.4246 -0.2456 0.0 0.0 0.0 0.382
H -2.9718 -4.8307 1.5566 0.0 0.0 0.0 0.447
H -2.4881 -2.9580 2.8505 0.0 0.0 0.0 0.494
H -1.5529 -1.6813 2.0586 0.0 0.0 0.1 0.267
H -0.7687 -2.7733 3.1867 0.0 0.0 0.0 0.246
H 3.3358 -3.9567 0.3822 0.0 0.0 0.0 0.530
H 5.0944 -3.9485 -1.3550 0.0 0.0 0.0 0.444
H 5.1259 -2.1591 -3.0599 0.0 0.0 0.0 0.404
H 3.4721 -0.3383 -2.9876 0.0 0.0 0.0 0.506
H 1.3784 0.5732 -2.0381 -0.2 0.0 0.1 0.752
H 2.0289 0.7949 -0.4171 -0.1 0.1 0.0 0.800
C -1.4940 -3.9877 -4.2189 0.1 0.0 -0.1 -0.894
N -2.3436 -3.5793 -3.1233 0.0 0.1 0.1 0.457
C -3.5850 -4.1066 -2.8197 -0.1 0.0 0.1 -0.300
C -4.0577 -3.4210 -1.7579 -0.2 -0.1 0.0 -0.815
N -3.1033 -2.4949 -1.4227 0.1 0.5 0.3 0.462
C -2.0624 -2.5787 -2.2600 0.1 0.0 0.1 -0.296
S -0.6336 -1.6563 -2.2855 0.5 0.4 0.1 -0.414
H -1.7982 -4.9785 -4.5474 0.0 0.0 0.0 0.321
H -0.4586 -4.0152 -3.8841 0.0 0.0 0.0 0.350
H -1.5725 -3.2843 -5.0480 0.0 0.0 0.0 0.292
H -3.9980 -4.9303 -3.3735 0.0 0.0 0.0 0.462
H -4.9885 -3.5019 -1.2270 0.0 0.0 0.0 0.523
H -3.1569 -1.7089 -0.7562 0.0 -0.1 -0.3 0.207